Arrangement one

Here is a cluster of 3 separate species, C4H13NO3 in total from the OMol25 dataset. Energies are from the ωB97M-V functional and the def2-TZVPD basis.

Calculated values
- SMILES: CCNCC=O.O.O
- LUMO energy: 0.421 eV
- Gap between HOMO and LUMO: 9.11 eV
- Spin multiplicity: 1

Last columns: bonded neighbours and bond lengths (Å).
CARTESIAN COORDINATES (ANGSTROEM)
1 C 0.108 -0.039 2.063  C2 1.532, H7 1.088, H8 1.097, H9 1.086
2 C 0.619 1.279 1.475  C1 1.532, N3 1.447, H10 1.086, H11 1.092
3 N 0.223 1.613 0.124  C2 1.447, C4 1.464, H12 1.002
4 C -1.205 1.476 -0.175  N3 1.464, C5 1.519, H13 1.092, H14 1.103
5 C -1.651 2.601 -1.092  C4 1.519, O6 1.197, H15 1.106
6 O -1.892 3.710 -0.711  C5 1.197
7 H 0.694 -0.245 2.956  C1 1.088
8 H 0.236 -0.826 1.309  C1 1.097
9 H -0.952 0.034 2.290  C1 1.086
10 H 1.704 1.271 1.512  C2 1.086
11 H 0.345 2.103 2.137  C2 1.092
12 H 0.743 1.070 -0.540  N3 1.002
13 H -1.380 0.546 -0.720  C4 1.092
14 H -1.886 1.482 0.692  C4 1.103
15 H -1.730 2.325 -2.160  C5 1.106
16 O 1.905 -4.176 -1.202  H17 0.972, H18 0.963
17 H 2.238 -3.518 -0.567  O16 0.972
18 H 2.610 -4.302 -1.845  O16 0.963
19 O -0.139 -1.766 -1.813  H20 0.962, H21 0.963
20 H -0.186 -2.276 -2.628  O19 0.962
21 H -0.404 -2.363 -1.105  O19 0.963

Arrangement two

Here is a cluster of 3 separate species, C4H13NO3 in total from the OMol25 dataset. Energies are from the ωB97M-V functional and the def2-TZVPD basis.

Calculated values
- SMILES: CCNCC=O.O.O
- LUMO energy: 0.257 eV
- Gap between HOMO and LUMO: 9.10 eV
- Spin multiplicity: 1

Last columns: bonded neighbours and bond lengths (Å).
CARTESIAN COORDINATES (ANGSTROEM)
1 C 0.205 -0.531 1.690  C2 1.529, H7 1.085, H8 1.092, H9 1.096
2 C -0.343 -1.005 0.344  C1 1.529, N3 1.460, H10 1.091, H11 1.088
3 N -0.196 -0.031 -0.735  C2 1.460, C4 1.461, H12 1.015
4 C 0.859 -0.396 -1.678  N3 1.461, C5 1.518, H13 1.091, H14 1.102
5 C 0.309 -1.167 -2.865  C4 1.518, O6 1.202, H15 1.110
6 O 0.941 -1.952 -3.521  C5 1.202
7 H 0.232 -1.331 2.422  C1 1.085
8 H -0.440 0.274 2.049  C1 1.092
9 H 1.211 -0.103 1.607  C1 1.096
10 H -1.401 -1.226 0.494  C2 1.091
11 H 0.083 -1.967 0.063  C2 1.088
12 H 0.112 0.862 -0.363  N3 1.015
13 H 1.355 0.476 -2.106  C4 1.091
14 H 1.690 -0.984 -1.256  C4 1.102
15 H -0.763 -0.952 -3.053  C5 1.110
16 O -2.297 1.204 4.138  H17 0.960, H18 0.965
17 H -3.147 1.256 4.580  O16 0.960
18 H -1.797 2.005 4.335  O16 0.965
19 O 1.008 2.508 0.530  H20 0.961, H21 0.961
20 H 1.366 3.397 0.453  O19 0.961
21 H 0.782 2.396 1.457  O19 0.961

Arrangement three

Here is a cluster of 2 separate species, C4H13NO3 in total from the OMol25 dataset. Energies are from the ωB97M-V functional and the def2-TZVPD basis.

Calculated values
- SMILES: CNC(CO)CO.O
- LUMO energy: 0.650 eV
- Gap between HOMO and LUMO: 9.52 eV
- Spin multiplicity: 1

Last columns: bonded neighbours and bond lengths (Å).
CARTESIAN COORDINATES (ANGSTROEM)
1 C -0.780 1.756 1.632  N2 1.442, H8 1.150, H9 1.079, H10 1.084
2 N -0.600 0.873 0.505  C1 1.442, C3 1.473, H11 1.012
3 C 0.759 0.452 0.129  N2 1.473, C4 1.594, C6 1.528, H12 1.124
4 C 0.912 -0.995 -0.524  C3 1.594, O5 1.403, H13 1.104, H14 1.088
5 O 1.698 -0.890 -1.682  C4 1.403, H15 1.023
6 C 1.203 1.576 -0.806  C3 1.528, O7 1.432, H16 1.091, H17 1.166
7 O 2.561 1.470 -1.248  C6 1.432, H18 0.958
8 H -1.571 2.536 1.336  C1 1.150
9 H 0.162 2.261 1.776  C1 1.079
10 H -0.897 1.246 2.581  C1 1.084
11 H -1.264 0.109 0.492  N2 1.012
12 H 1.440 0.461 1.022  C3 1.124
13 H -0.122 -1.256 -0.810  C4 1.104
14 H 1.509 -1.650 0.106  C4 1.088
15 H 2.327 -0.090 -1.779  O5 1.023
16 H 1.166 2.578 -0.379  C6 1.091
17 H 0.439 1.794 -1.660  C6 1.166
18 H 2.998 2.296 -1.462  O7 0.958
19 O -4.939 -3.741 1.653  H20 0.952, H21 0.952
20 H -4.284 -4.366 1.950  O19 0.952
21 H -4.887 -3.337 0.792  O19 0.952

Arrangement four

Here is a cluster of 4 separate species, C4H13NO3 in total from the OMol25 dataset. Energies are from the ωB97M-V functional and the def2-TZVPD basis.

Calculated values
- LUMO energy: -4.358 eV
- Gap between HOMO and LUMO: 4.59 eV
- Spin multiplicity: 1

Last columns: bonded neighbours and bond lengths (Å).
CARTESIAN COORDINATES (ANGSTROEM)
1 N -0.905 -1.783 -0.274  C2 1.399, H6 1.045, H7 0.985
2 C -0.618 -0.663 0.514  N1 1.399, C3 1.531, C5 1.376
3 C -1.731 0.375 0.346  C2 1.531, H8 1.141, H9 1.117, H14 1.106
4 C 0.712 1.063 1.842  C5 1.546, H10 1.128, H11 1.150, H16 1.120
5 C 0.568 -0.287 1.102  C2 1.376, C4 1.546, H12 1.085
6 H 0.061 -2.096 -0.522  N1 1.045
7 H -1.503 -1.578 -1.029  N1 0.985
8 H -2.433 0.482 1.240  C3 1.141
9 H -1.289 1.345 0.011  C3 1.117
10 H -0.283 1.419 2.236  C4 1.128
11 H 1.254 1.839 1.189  C4 1.150
12 H 1.450 -0.915 1.183  C5 1.085
13 H 0.710 0.717 -2.004  O15 0.935
14 H -2.439 0.028 -0.429  C3 1.106
15 O 0.433 -0.113 -2.334  H13 0.935, H20 1.069
16 H 1.348 0.867 2.743  C4 1.120
17 H 0.159 2.977 -1.217  O18 0.951
18 O 0.373 2.274 -0.611  H17 0.951
19 H 1.777 -2.794 -1.472  O21 0.972
20 H 0.922 -0.888 -1.783  O15 1.069
21 O 1.433 -2.269 -0.730  H19 0.972

Relative energy table, unit hartree: arrangement one 0.0065; arrangement two 0.0000; arrangement three 0.0493; arrangement four 0.2444

Arrangement one

Here is a cluster of 4 separate species, C4H13NO3 in total from the OMol25 dataset. Energies are from the ωB97M-V functional and the def2-TZVPD basis.

Calculated values
- SMILES: C=N/C=C/C.O.O.O
- LUMO energy: 0.829 eV
- Gap between HOMO and LUMO: 9.30 eV
- Spin multiplicity: 1

Last columns: bonded neighbours and bond lengths (Å).
CARTESIAN COORDINATES (ANGSTROEM)
1 C 0.502 -2.073 3.208  N2 1.258, H6 1.097, H7 1.087
2 N 0.646 -1.405 2.152  C1 1.258, C3 1.422
3 C 1.808 -1.608 1.357  N2 1.422, C4 1.322, H8 1.069
4 C 2.821 -0.761 1.424  C3 1.322, C5 1.507, H9 1.081
5 C 4.012 -0.851 0.504  C4 1.507, H10 1.088, H11 1.095, H12 1.089
6 H 1.236 -2.840 3.485  C1 1.097
7 H -0.334 -1.926 3.886  C1 1.087
8 H 1.708 -2.394 0.640  C3 1.069
9 H 2.793 0.117 2.054  C4 1.081
10 H 3.750 -0.790 -0.550  C5 1.088
11 H 4.611 -1.763 0.595  C5 1.095
12 H 4.755 -0.099 0.765  C5 1.089
13 O -1.710 1.657 -0.700  H14 0.930, H15 0.961
14 H -1.619 2.171 -1.470  O13 0.930
15 H -2.609 1.875 -0.440  O13 0.961
16 O -2.082 4.931 -1.634  H17 0.955, H18 0.961
17 H -2.708 5.636 -1.784  O16 0.955
18 H -1.486 5.204 -0.931  O16 0.961
19 O -5.090 -1.613 -4.448  H20 0.961, H21 0.961
20 H -5.229 -2.446 -3.989  O19 0.961
21 H -5.777 -1.024 -4.125  O19 0.961

Arrangement two

Here is a cluster of 3 separate species, C4H13NO3 in total from the OMol25 dataset. Energies are from the ωB97M-V functional and the def2-TZVPD basis.

Calculated values
- SMILES: CCCC(N)=O.O.O
- LUMO energy: 0.506 eV
- Gap between HOMO and LUMO: 10.31 eV
- Spin multiplicity: 1

Last columns: bonded neighbours and bond lengths (Å).
CARTESIAN COORDINATES (ANGSTROEM)
1 C -1.365 0.231 1.986  C2 1.536, H7 1.084, H8 1.072, H9 1.093
2 C -0.420 -0.219 0.862  C1 1.536, C3 1.546, H10 1.077, H11 1.096
3 C 0.175 -1.634 1.045  C2 1.546, C4 1.506, H12 1.091, H13 1.096
4 C -0.838 -2.726 0.827  C3 1.506, N5 1.354, O6 1.214
5 N -0.437 -3.969 1.185  C4 1.354, H14 1.005, H15 1.008
6 O -1.945 -2.514 0.377  C4 1.214
7 H -1.694 -0.629 2.558  C1 1.084
8 H -2.226 0.712 1.563  C1 1.072
9 H -0.950 0.965 2.682  C1 1.093
10 H -0.992 -0.185 -0.050  C2 1.077
11 H 0.411 0.467 0.663  C2 1.096
12 H 1.065 -1.671 0.414  C3 1.091
13 H 0.527 -1.628 2.083  C3 1.096
14 H 0.524 -4.172 1.400  N5 1.005
15 H -0.997 -4.773 0.951  N5 1.008
16 O 0.314 2.268 -3.988  H17 0.974, H18 0.963
17 H 0.874 2.823 -3.414  O16 0.974
18 H 0.695 2.396 -4.863  O16 0.963
19 O 2.337 4.653 -2.470  H20 0.965, H21 0.965
20 H 2.479 4.072 -1.713  O19 0.965
21 H 2.464 5.533 -2.095  O19 0.965

Relative energy table, unit hartree: arrangement one 0.0841; arrangement two 0.0000